Density functional theory data (ωB97M-V/def2-TZVPD) for 5 unconnected molecules or ions with the total composition C41H83ClIN8O2P at a distorted geometry.

## Properties
SMILES: CCCCCCCCC[C@](C[C@H](C)Cl)(OCCC(C)C)[C@H](C[C@H](C)I)N(CC(N)(N)N)P(C)O.CCCC#N.CCCC#N.CCCC#N.CCCC#N
Highest occupied orbital energy, eV: -7.3216
Energy, Eh: -3299.239585
Gap between HOMO and LUMO, eV: 7.64
Net charge: 0
Spin multiplicity: 1

Cartesian coordinates (Å):
C: -4.642 -0.842 -1.290
H: 8.988 -2.978 2.776
C: 7.151 -2.173 2.008
C: 3.571 8.284 4.092
H: 5.393 1.954 1.658
N: 3.292 3.582 -2.614
H: -9.182 -5.227 -4.307
H: 7.086 -2.916 1.207
H: -0.166 6.287 -1.357
C: 0.817 -1.472 3.067
C: -2.902 3.044 1.471
C: -2.397 -7.656 1.549
H: -0.775 -7.802 -0.881
H: 0.140 -2.480 -2.567
H: 2.120 -3.661 -0.157
H: -6.834 -0.889 -1.913
C: -1.579 2.194 2.048
C: -3.155 5.401 -2.922
H: -2.141 4.781 -1.133
H: 2.997 6.790 5.561
N: 4.005 1.289 -1.803
H: 0.020 -5.164 0.210
O: 2.253 3.325 2.485
I: -0.965 3.384 3.837
C: 8.259 0.363 3.167
H: -6.419 0.674 -0.797
C: -2.204 5.678 -1.762
N: 1.917 1.520 0.179
C: 4.932 8.626 4.690
C: 2.864 2.186 -2.219
H: 2.762 3.909 -3.470
H: 5.715 7.955 4.322
H: 1.033 1.075 2.084
C: -7.687 -4.069 -5.363
H: -3.869 0.909 -0.055
C: 4.074 5.844 3.963
H: -1.496 -7.639 2.311
H: 8.178 -1.332 4.480
N: 2.265 1.540 -3.486
H: -1.885 -5.357 1.423
H: -3.830 -0.744 0.904
C: 4.368 1.371 1.849
H: 0.104 3.247 0.995
H: -0.893 -6.714 -2.441
H: 1.962 -0.849 -0.925
H: -3.683 -5.838 1.051
C: -0.462 2.204 0.853
H: 1.502 3.437 -0.808
H: 2.837 9.022 4.435
H: -4.192 -2.720 -2.521
Cl: 2.410 -0.734 3.773
H: 9.805 -0.931 3.901
H: 3.631 8.373 3.000
H: -7.417 -1.940 -5.017
H: -2.569 -5.046 -1.189
H: -1.624 0.493 -1.247
H: -2.007 1.148 2.339
C: -4.585 -2.475 -1.421
H: -4.149 5.141 -2.545
H: 1.541 2.159 -3.913
N: 4.891 4.982 3.540
H: -0.406 -2.922 -0.818
N: 0.322 4.040 -3.734
C: 8.753 -1.006 3.607
H: 2.098 -5.576 -2.348
H: 6.519 -2.510 2.838
H: 3.048 1.319 -4.140
C: 8.599 -2.004 2.458
C: 0.189 -0.487 0.511
O: -1.266 -0.665 0.631
H: 2.632 -3.146 -1.994
H: -4.356 -0.382 -2.328
C: 0.772 -0.924 -1.000
C: 0.489 -2.474 -1.429
H: 0.158 -2.656 1.287
C: 1.774 -3.485 -1.262
H: -6.223 -2.662 -6.113
C: -2.318 -6.126 -0.756
C: -0.189 4.968 -3.049
H: 9.201 -1.681 1.600
P: 3.012 2.566 1.115
H: 4.294 3.488 -2.953
C: -6.237 -0.469 -0.968
H: 4.286 1.252 3.010
H: 5.223 9.645 4.415
H: -5.635 -3.009 -1.340
H: -3.887 2.390 1.540
H: -3.150 -6.838 -1.227
H: -3.124 3.999 2.153
H: 2.797 4.121 2.822
H: -3.772 -2.935 -0.694
H: 1.191 -6.642 -0.255
C: 0.704 1.050 0.935
H: 2.104 6.692 4.032
H: 0.788 -2.565 3.550
H: -7.045 -4.937 -5.561
C: 1.639 2.285 -1.084
C: 0.429 -5.829 -0.677
C: 3.089 6.883 4.473
N: 7.850 1.498 2.801
H: 0.455 -4.702 -2.667
C: -0.804 6.087 -2.224
H: -0.850 6.998 -2.830
H: -2.043 -1.338 -1.344
C: -0.430 -0.662 3.732
H: -6.574 -1.153 -0.065
C: -2.011 -0.409 -0.595
H: 0.671 1.982 -1.668
H: 4.702 1.762 -1.187
H: -2.624 6.477 -1.141
H: -3.370 -7.884 2.191
H: -3.254 6.282 -3.566
H: -2.811 4.562 -3.535
C: -3.609 -0.227 -0.133
H: -1.001 2.287 -0.188
H: -1.473 -0.811 3.222
C: 0.822 -1.678 1.468
H: -2.744 3.457 0.388
H: 4.458 0.370 1.251
C: -0.856 -6.673 -1.258
H: -2.302 -8.538 0.774
C: -6.808 -2.833 -5.204
H: -6.099 -2.945 -4.378
H: -8.330 -3.937 -6.240
H: 0.463 -0.175 -1.842
H: -9.228 -3.492 -3.946
C: -7.682 -4.571 -2.920
H: 1.929 -1.849 1.064
H: -0.556 -1.083 4.842
H: 4.908 8.561 5.784
C: -8.562 -4.340 -4.138
H: 3.695 0.372 -1.416
C: -2.550 -6.166 0.870
N: -6.952 -4.763 -1.910
C: 1.247 -4.971 -1.821
H: -0.096 0.454 3.859
H: 6.738 -1.238 1.618

Mulliken population analysis, charges in e, atoms 1 to 8: C 0.377; H 0.313; C -0.970; C -0.445; H 0.403; N -0.632; H 0.296; H 0.336